Density functional theory data (ωB97M-V with the def2-TZVPD basis set) for a structure of composition C20H64O12.

Orbital gap in hartree: 0.3111
DFT total energy in Ha: -1702.3143
LUMO level in eV: 0.43
Total charge: 0
F_max in eV/A: 13.168
ΔE to the lowest compared entry with this formula, charge and spin in kcal/mol: 536.1

Positions of all 96 atoms, in Å:
1 C 3.08804 -0.40198 2.76573
2 C 2.55425 0.93077 2.13958
3 C 3.44601 1.47841 1.06685
4 O 1.36193 0.62678 1.44526
5 H 2.29742 -0.91824 3.31025
6 H 3.77731 -0.19105 3.58336
7 H 3.58277 -1.04792 2.04040
8 H 2.30849 1.68468 2.88745
9 H 3.69374 0.77490 0.27199
10 H 4.39891 1.72126 1.53707
11 H 3.03561 2.42050 0.70333
12 H 1.37938 -0.30671 1.22188
13 C -0.87075 -0.30233 2.67362
14 C -0.39280 -1.58242 3.29357
15 C 0.39434 -1.45943 4.60923
16 O -1.58563 -2.34060 3.56059
17 H -0.04490 0.35969 2.41322
18 H -1.52240 0.25844 3.34368
19 H -1.41269 -0.51893 1.75303
20 H 0.16929 -2.15498 2.55579
21 H 1.22104 -0.76878 4.44291
22 H 0.76255 -2.44879 4.88069
23 H -0.19003 -1.03026 5.42313
24 H -2.12797 -1.70422 4.03227
25 C -0.07136 -2.17670 -2.57719
26 C 0.94785 -3.23969 -3.09132
27 C 0.77377 -3.53330 -4.57516
28 O 2.18666 -2.69043 -2.80686
29 H -0.27888 -1.40253 -3.31590
30 H 0.33338 -1.54584 -1.78581
31 H -1.01760 -2.62918 -2.28053
32 H 0.76870 -4.13799 -2.50051
33 H -0.25282 -3.78704 -4.83938
34 H 1.41950 -4.38781 -4.77757
35 H 1.09012 -2.69240 -5.19233
36 H 2.85213 -3.34117 -3.04202
37 C -2.77949 -0.04923 1.25438
38 C -3.62526 0.95876 0.56059
39 C -2.85380 1.88391 -0.33552
40 O -4.47505 0.21740 -0.29197
41 H -2.17220 0.42595 2.02477
42 H -2.18041 -0.65296 0.57269
43 H -3.36913 -0.76577 1.82621
44 H -4.13680 1.52556 1.33851
45 H -2.16356 2.45402 0.28627
46 H -3.40903 2.64095 -0.88933
47 H -2.30405 1.46543 -1.17858
48 H -4.98047 0.76481 -0.89735
49 C -0.30559 2.15660 -2.82776
50 O 0.19572 2.77120 -1.65893
51 H 0.59394 1.82150 -3.34414
52 H -1.00402 1.34116 -2.63973
53 H -0.90074 2.88735 -3.37539
54 H 0.17526 2.14530 -0.93131
55 C 2.28374 1.12690 -2.01334
56 O 3.24127 0.48288 -2.82725
57 H 1.99747 2.11652 -2.36944
58 H 1.35405 0.55826 -1.99285
59 H 2.60781 1.31622 -0.98999
60 H 2.81974 0.39816 -3.68558
61 C -2.02570 -2.51725 0.76865
62 O -1.32955 -3.24333 1.75338
63 H -2.23464 -3.13144 -0.10726
64 H -2.91315 -2.06574 1.21212
65 H -1.41225 -1.68494 0.42363
66 H -1.37902 -2.82274 2.61492
67 C 1.68939 3.67565 -0.07907
68 O 1.50973 4.13023 -1.42122
69 H 2.69534 3.80568 0.31999
70 H 1.00019 4.14695 0.62162
71 H 1.53369 2.59912 -0.00874
72 H 0.87191 3.56049 -1.85732
73 C -3.05328 -0.35689 -2.48362
74 O -2.59131 -1.43244 -1.69186
75 H -2.27456 0.33277 -2.80927
76 H -3.55467 -0.72588 -3.37836
77 H -3.78006 0.29071 -1.99318
78 H -3.29609 -1.77748 -1.13882
79 C -0.26955 0.14701 -0.53569
80 O 0.46935 1.34190 -0.31616
81 H -0.42428 -0.36468 0.41421
82 H -1.17572 0.27098 -1.12863
83 H 0.29467 -0.57192 -1.12975
84 H 0.93264 1.32272 0.52444
85 C 2.05903 -1.44849 -0.20504
86 O 1.47468 -1.51103 1.01894
87 H 1.39269 -1.77789 -1.00227
88 H 2.34407 -0.39891 -0.27750
89 H 2.94864 -2.07831 -0.20136
90 H 0.88329 -2.26704 1.03672
91 C -0.58211 2.52822 1.53961
92 O -0.52094 3.37811 2.67803
93 H -1.43312 1.84714 1.53626
94 H -0.68431 3.11394 0.62605
95 H 0.33599 1.94332 1.48403
96 H -0.18577 4.23585 2.40686

Density functional theory data (ωB97M-V with the def2-TZVPD basis set) for a cluster of 12 separate species, C20H64O20 in total.

Orbital gap in hartree: 0.3301
DFT total energy in Ha: -2304.9503
LUMO level in eV: -0.28
Total charge: 0
F_max in eV/A: 3.438
SMILES: OCCO.OCCO.OCCO.OCCO.OCCO.OCCO.OCCO.OCCO.CO.CO.CO.CO
ΔE to the lowest compared entry with this formula, charge and spin in kcal/mol: 56.0

Positions of all 104 atoms, in Å:
1 C 4.04047 3.21736 0.12335
2 C 5.60010 3.39334 0.31495
3 O 5.89812 2.96219 1.59205
4 O 3.69369 3.79010 -1.12722
5 H 3.52716 3.74481 0.92735
6 H 3.63906 2.20501 0.16929
7 H 5.92639 4.43287 0.28312
8 H 6.13086 2.88405 -0.48943
9 H 5.52205 3.68698 2.09688
10 H 2.81390 3.48267 -1.35756
11 C 2.08705 0.14181 -4.64830
12 C 1.55480 1.26775 -3.73917
13 O 2.55281 1.56681 -2.76461
14 O 2.00521 -1.12125 -3.91643
15 H 3.09653 0.40816 -4.96152
16 H 1.46442 0.08714 -5.54129
17 H 0.56817 0.99838 -3.36219
18 H 1.44534 2.22148 -4.25543
19 H 2.75334 0.76917 -2.26949
20 H 2.55129 -1.16590 -3.12814
21 C 0.12203 -0.11188 -0.41253
22 C 1.18489 -0.08349 0.71579
23 O 0.80667 0.85315 1.69901
24 O -1.17519 -0.48011 0.21890
25 H 0.31691 -0.89398 -1.14632
26 H 0.03668 0.87605 -0.86511
27 H 2.16712 0.22737 0.35987
28 H 1.36264 -1.03898 1.20929
29 H 0.27931 0.31212 2.29128
30 H -1.13409 -1.34079 0.64213
31 C 0.47402 -5.06423 1.86191
32 C -0.22511 -3.67988 1.78158
33 O -0.34787 -3.35674 0.38669
34 O 1.80803 -5.16002 1.36303
35 H -0.15211 -5.78506 1.33610
36 H 0.55841 -5.35699 2.90846
37 H 0.49986 -2.99985 2.22889
38 H -1.13577 -3.78180 2.37185
39 H 0.45804 -3.63728 -0.05309
40 H 2.44988 -5.19793 2.07591
41 C -5.60312 -3.17660 1.27480
42 C -5.05334 -1.78571 0.66805
43 O -5.71834 -1.43063 -0.54674
44 O -6.94978 -3.03375 1.70313
45 H -5.03274 -3.54102 2.12918
46 H -5.57540 -3.94224 0.49948
47 H -3.97779 -1.75631 0.49359
48 H -5.14303 -1.00409 1.42245
49 H -6.57506 -1.03880 -0.36210
50 H -7.49039 -2.97950 0.91168
51 C -3.05606 2.52929 -0.07344
52 C -4.51950 2.86413 -0.30272
53 O -5.04597 3.95430 0.46669
54 O -2.60321 1.92871 1.10745
55 H -2.59039 3.51387 -0.11650
56 H -2.82022 2.02138 -1.00860
57 H -5.09924 1.98748 -0.01378
58 H -4.72668 3.07224 -1.35241
59 H -5.20526 3.57358 1.33345
60 H -2.11033 1.12651 0.91999
61 C -0.67427 -0.28085 4.79405
62 C -1.02375 1.21713 4.86916
63 O 0.15104 2.02695 4.45951
64 O -0.82708 -0.68853 3.41820
65 H -1.40743 -0.79839 5.41271
66 H 0.27909 -0.50197 5.27396
67 H -1.36057 1.55766 5.84828
68 H -1.88983 1.46575 4.25581
69 H 0.41716 1.66307 3.61195
70 H -1.75529 -0.91611 3.32748
71 C -2.58443 -3.76879 -1.97318
72 C -3.13408 -2.42837 -2.55329
73 O -4.57144 -2.46199 -2.78776
74 O -2.90135 -3.99200 -0.62225
75 H -1.49712 -3.83386 -2.01324
76 H -2.90096 -4.59499 -2.60981
77 H -2.59712 -2.31464 -3.49501
78 H -2.93731 -1.60622 -1.86520
79 H -4.93817 -2.37290 -1.90505
80 H -2.12613 -3.84123 -0.07645
81 C 4.68403 -3.15457 0.63636
82 O 3.77290 -2.04000 0.63801
83 H 5.63662 -2.74798 0.29670
84 H 4.87814 -3.58884 1.61709
85 H 4.38596 -3.90472 -0.09612
86 H 3.96636 -1.49299 1.40284
87 C 0.54293 4.05229 0.90162
88 O 0.83804 3.09221 -0.04899
89 H -0.02640 3.65566 1.74224
90 H 1.37438 4.60520 1.33875
91 H -0.09023 4.88622 0.59869
92 H 0.96954 2.31227 0.49507
93 C -0.11646 5.30920 -2.61935
94 O -0.22206 3.85641 -2.45827
95 H 0.75491 5.69623 -2.09112
96 H 0.08266 5.66103 -3.63161
97 H -1.06876 5.73756 -2.30674
98 H 0.09383 3.60931 -1.58605
99 C 4.73372 -0.77012 -2.66145
100 O 3.63158 -0.82794 -1.73463
101 H 4.51827 -0.15475 -3.53495
102 H 5.64800 -0.38664 -2.20853
103 H 4.98584 -1.72761 -3.11724
104 H 3.97568 -1.36285 -1.01556

Density functional theory data (ωB97M-V with the def2-TZVPD basis set) for a cluster of 11 separate species, C20H66N4O13 in total.

Orbital gap in hartree: 0.3292
DFT total energy in Ha: -1998.5141
LUMO level in eV: 0.06
Total charge: 0
F_max in eV/A: 4.292
SMILES: COC[C@H](C)N.COC[C@H](C)N.COC[C@H](C)N.COC[C@H](C)N.OCCO.OCCO.O.O.O.O.O
ΔE to the lowest compared entry with this formula, charge and spin in kcal/mol: 35.3

Positions of all 103 atoms, in Å:
1 C 4.37812 0.77316 -1.83605
2 C 3.61820 1.46082 -2.97089
3 C 4.42525 1.56382 -4.34929
4 O 5.75236 1.80821 -4.17471
5 C 6.52902 0.70013 -4.67624
6 N 2.33639 0.74002 -2.91999
7 H 3.98179 0.70452 -0.82297
8 H 5.33362 1.24723 -1.61155
9 H 4.61258 -0.26633 -2.06537
10 H 3.50406 2.50053 -2.66420
11 H 4.05405 2.32010 -5.04093
12 H 4.17391 0.63473 -4.86086
13 H 7.58131 0.97516 -4.60471
14 H 6.38003 0.54281 -5.74449
15 H 6.29536 -0.16380 -4.05402
16 H 2.07466 0.60413 -3.88598
17 H 2.61718 -0.22271 -2.79995
18 C -3.54121 -2.41009 3.19661
19 C -2.05417 -2.17631 3.26798
20 C -1.76413 -0.78622 4.06197
21 O -0.27607 -0.76004 4.28666
22 C 0.13926 0.51479 4.70235
23 N -1.42843 -3.21528 4.01728
24 H -4.05124 -2.30276 4.15393
25 H -3.83540 -3.40260 2.85533
26 H -4.02494 -1.63134 2.60699
27 H -1.63221 -2.12887 2.26409
28 H -2.26994 -0.62384 5.01375
29 H -2.08669 -0.00462 3.37409
30 H -0.16716 0.76939 5.71694
31 H -0.19566 1.27246 3.99394
32 H 1.19019 0.37099 4.95329
33 H -0.47309 -2.88756 4.02113
34 H -1.29089 -4.11669 3.58293
35 C -1.46329 6.23839 3.55127
36 C -0.17643 6.28470 2.67622
37 C 0.63943 4.96623 2.73370
38 O 1.88599 4.79264 1.93040
39 C 2.07698 3.50772 1.54006
40 N -0.55928 6.61715 1.31191
41 H -2.21842 6.96382 3.24859
42 H -1.33347 6.58669 4.57593
43 H -1.96103 5.28417 3.72398
44 H 0.52866 7.06665 2.95818
45 H -0.07759 4.17875 2.50162
46 H 0.88231 4.80095 3.78336
47 H 1.52176 3.31215 0.62268
48 H 1.87209 2.75225 2.29861
49 H 3.09288 3.39125 1.16261
50 H 0.28776 6.50849 0.77263
51 H -1.25752 5.98800 0.94216
52 C -0.48121 -4.62184 -1.52060
53 C -0.33128 -5.68686 -0.43702
54 C 0.12909 -5.19106 0.89283
55 O 0.69530 -6.25946 1.68235
56 C -0.12360 -6.62985 2.81915
57 N -1.58050 -6.42234 -0.36420
58 H -0.69126 -5.04807 -2.50157
59 H 0.35697 -3.95921 -1.73614
60 H -1.31921 -3.96885 -1.27671
61 H 0.40681 -6.28107 -0.97575
62 H -0.54042 -4.58265 1.50085
63 H 0.93024 -4.47672 0.70316
64 H -0.13147 -5.85733 3.58807
65 H 0.16245 -7.60053 3.22419
66 H -1.14102 -6.73930 2.44369
67 H -2.19801 -5.79184 0.12698
68 H -1.38674 -7.18708 0.26646
69 C -0.83226 -0.88880 -0.41503
70 C 0.48872 -0.54520 0.32883
71 O 0.83116 0.74586 -0.10516
72 O -0.55787 -1.15591 -1.81022
73 H -1.46262 0.00041 -0.40768
74 H -1.18934 -1.73570 0.17094
75 H 1.33313 -1.22477 0.21371
76 H 0.32268 -0.60129 1.40464
77 H 0.94918 0.72050 -1.05755
78 H -0.86343 -0.44940 -2.38385
79 C -2.01701 3.41502 -0.14009
80 C -2.89551 4.49134 -0.99239
81 O -3.11956 5.73545 -0.32830
82 O -2.98676 2.88327 0.77592
83 H -1.18201 3.91523 0.35049
84 H -1.54301 2.56524 -0.63132
85 H -3.78530 4.03569 -1.42684
86 H -2.27275 4.70246 -1.86171
87 H -3.62991 5.51773 0.45512
88 H -3.54612 3.55129 1.17896
89 O 2.42602 -2.07305 -2.53722
90 H 1.54648 -2.10348 -2.16074
91 H 2.77385 -2.95513 -2.40608
92 O -4.05494 -0.03069 -2.86150
93 H -3.28696 -0.16476 -3.41690
94 H -4.43097 0.79480 -3.16710
95 O 0.67413 -1.38957 -4.82660
96 H 1.24579 -1.54417 -4.07458
97 H 1.22075 -1.58483 -5.58773
98 O -1.92183 -0.66360 -4.73457
99 H -2.35764 -0.76721 -5.58048
100 H -0.99016 -0.76179 -4.93097
101 O -3.62690 -2.93856 -1.05448
102 H -4.43746 -2.75085 -0.58121
103 H -3.20464 -2.08543 -1.15502

Density functional theory data (ωB97M-V with the def2-TZVPD basis set) for a cluster of 13 separate species, C20H66O20 in total.

Orbital gap in hartree: 0.3639
DFT total energy in Ha: -2306.1536
LUMO level in eV: 0.03
Total charge: 0
F_max in eV/A: 2.156
ΔE to the lowest compared entry with this formula, charge and spin in kcal/mol: 43.4

Positions of all 106 atoms, in Å:
1 C 1.03809 4.65975 -1.78513
2 O 0.32926 4.03891 -2.87139
3 H 0.65266 4.32222 -0.82219
4 H 2.06089 4.27953 -1.80013
5 H 0.92161 5.74353 -1.81744
6 H 0.89270 4.28392 -3.61203
7 C -2.38439 4.90887 -1.49617
8 O -2.49965 3.74677 -2.29484
9 H -3.30911 4.97257 -0.92812
10 H -1.58897 4.80049 -0.74916
11 H -2.08698 5.73789 -2.14060
12 H -1.67528 3.47639 -2.71495
13 C 4.76429 0.72507 0.55778
14 O 4.02741 0.03642 -0.43630
15 H 4.83732 1.78016 0.30060
16 H 4.29786 0.68456 1.54867
17 H 5.76511 0.30753 0.69412
18 H 4.10537 -0.91984 -0.27030
19 C 4.03039 0.23440 -4.22229
20 O 4.00058 1.05689 -3.06919
21 H 4.05075 0.88320 -5.09494
22 H 4.86062 -0.47818 -4.29407
23 H 3.15571 -0.42526 -4.24063
24 H 3.71014 0.49686 -2.33368
25 C -1.34702 0.18480 -4.83718
26 O -2.56799 0.05768 -4.15354
27 H -1.18996 -0.69821 -5.47177
28 H -1.23444 0.95339 -5.60768
29 H -0.45433 0.17560 -4.20266
30 H -2.91920 0.95556 -4.07095
31 C -2.26316 3.23919 2.46379
32 O -1.52201 2.05407 2.25176
33 H -3.32810 3.11628 2.23435
34 H -2.24797 3.50045 3.52081
35 H -1.81404 3.99018 1.80620
36 H -1.54424 1.83257 1.29258
37 C 0.71687 3.67359 4.11924
38 C 1.70379 4.39047 5.00180
39 O 2.96093 4.59703 4.33833
40 O 1.23569 2.42281 3.73313
41 H 0.52359 4.26998 3.22125
42 H -0.18785 3.57392 4.73109
43 H 1.91104 3.72576 5.85068
44 H 1.18601 5.30268 5.30193
45 H 3.00623 3.70889 3.93901
46 H 0.77509 2.11005 2.94469
47 C -3.74402 -2.74150 0.58428
48 C -3.45097 -4.17230 1.05170
49 O -2.64641 -4.90271 0.11708
50 O -4.77210 -2.18906 1.37880
51 H -4.05310 -2.84242 -0.45939
52 H -2.76866 -2.26304 0.70644
53 H -4.37303 -4.75299 1.13743
54 H -2.99740 -4.19793 2.04782
55 H -1.97120 -4.26495 -0.16517
56 H -5.58468 -2.27780 0.87509
57 C 0.00104 -3.73644 -2.11326
58 C 0.03057 -5.24003 -1.74713
59 O 1.10627 -5.82827 -2.42760
60 O -1.02439 -3.01178 -1.45679
61 H -0.18323 -3.70506 -3.19124
62 H 0.94760 -3.27196 -1.83392
63 H -0.91377 -5.72022 -2.00996
64 H 0.09762 -5.17441 -0.65448
65 H 1.68031 -6.29317 -1.81568
66 H -1.77913 -2.85120 -2.02919
67 C 0.66537 0.25498 -0.16283
68 C -0.67032 0.46444 -0.80585
69 O -1.14863 1.71395 -0.34303
70 O 1.48893 1.43690 -0.39134
71 H 1.11961 -0.71022 -0.39266
72 H 0.64544 0.37607 0.92762
73 H -1.27520 -0.40782 -0.54655
74 H -0.59847 0.41377 -1.89766
75 H -0.38859 2.31030 -0.42145
76 H 2.39508 1.10218 -0.44659
77 C 3.89612 -3.56517 0.21499
78 C 4.84185 -3.28483 1.39140
79 O 4.02749 -2.78018 2.47991
80 O 3.02143 -2.49188 -0.10856
81 H 3.20996 -4.40245 0.36939
82 H 4.52229 -3.84862 -0.63321
83 H 5.55062 -2.49509 1.14147
84 H 5.27444 -4.21016 1.76832
85 H 4.55204 -2.71104 3.28178
86 H 2.21070 -2.60224 0.42925
87 C 0.61746 -1.71588 2.94526
88 C 0.68113 -2.32903 4.34712
89 O 0.13964 -3.64628 4.26970
90 O 1.30754 -2.49140 1.96891
91 H 1.05809 -0.71398 2.98354
92 H -0.41032 -1.66620 2.58702
93 H 0.17535 -1.69925 5.07520
94 H 1.71367 -2.51352 4.66326
95 H 0.20648 -4.01478 3.38548
96 H 2.24429 -2.48121 2.24655
97 C -5.08760 0.61269 -2.01781
98 C -4.78860 1.01208 -0.55544
99 O -5.93148 1.64199 0.06998
100 O -4.72840 1.70292 -2.88085
101 H -6.14183 0.34178 -2.07850
102 H -4.47977 -0.25336 -2.29610
103 H -3.96306 1.72108 -0.45418
104 H -4.58978 0.13144 0.05405
105 H -6.10325 2.47317 -0.38441
106 H -4.21636 2.27267 -2.29253